No. 1
C4H6ClFO | ωB97M-V with the def2-TZVPD basis set

ORCA input file:
```
! RIJCOSX wB97M-V def2-TZVPD def2/J DEFGRID3
* xyz 0 1
O -0.90 1.57 0.23
C -0.12 0.88 -0.62
C -0.65 -0.67 -0.57
F -1.93 -0.54 -0.35
C 0.27 -0.97 0.56
C 0.99 0.36 0.32
Cl 2.70 0.07 -0.30
H -1.87 1.24 0.27
H 0.21 1.42 -1.43
H -0.40 -1.34 -1.38
H -0.34 -1.19 1.58
H 0.95 -1.86 0.50
H 1.11 1.03 1.21
*
```

Properties
HOMO, eV: -10.328
HOMO-LUMO gap, eV: 11.25



No. 2
C55H74N4P3SiZr | ωB97M-V with the def2-TZVPD basis set

ORCA input file:
```
! RIJCOSX wB97M-V def2-TZVPD def2/J DEFGRID3
* xyz 3 1
Zr 0.70 -0.30 -0.33
C 3.37 -2.48 -1.26
C 2.39 -3.61 -1.50
C 1.09 -3.26 -2.17
C 0.67 -4.07 -3.22
C -0.60 -3.92 -3.75
C -1.45 -2.99 -3.16
C -0.95 -2.22 -2.14
N 0.31 -2.29 -1.67
N 2.92 -1.50 -0.24
C 3.13 -2.10 1.08
C 2.65 -1.22 2.19
C 3.16 -1.41 3.46
C 2.70 -0.62 4.50
C 1.77 0.37 4.20
C 1.33 0.51 2.90
N 1.74 -0.28 1.89
C 3.79 -0.30 -0.33
C 3.68 0.28 -1.71
C 4.79 0.77 -2.37
C 4.67 1.16 -3.69
C 3.44 1.02 -4.31
C 2.37 0.55 -3.56
N 2.46 0.20 -2.27
H 3.55 -1.97 -2.20
H 4.32 -2.91 -0.93
H 2.15 -4.13 -0.57
H 2.91 -4.34 -2.13
H 1.33 -4.83 -3.61
H -0.93 -4.55 -4.57
H -2.48 -2.89 -3.48
H -1.61 -1.52 -1.63
H 4.19 -2.32 1.24
H 2.59 -3.05 1.12
H 3.90 -2.17 3.64
H 3.06 -0.76 5.51
H 1.40 1.04 4.96
H 0.65 1.30 2.65
H 4.83 -0.56 -0.12
H 3.47 0.43 0.41
H 5.75 0.82 -1.86
H 5.53 1.54 -4.24
H 3.29 1.28 -5.35
H 1.41 0.44 -4.02
C -3.52 -2.84 1.02
C -2.31 -3.75 1.09
C -2.31 -4.70 -0.10
P -0.64 -2.90 1.36
C 0.29 -4.50 1.84
C 1.47 -4.27 2.81
C -0.53 -5.70 2.35
C -1.02 -1.97 2.90
C -0.97 -2.61 4.14
C -1.28 -1.94 5.31
C -1.65 -0.61 5.26
C -1.70 0.04 4.03
C -1.37 -0.61 2.84
Si -1.38 0.40 1.21
C -3.07 0.35 0.35
C -4.25 0.25 1.08
C -5.49 0.18 0.46
C -5.55 0.16 -0.93
C -4.39 0.28 -1.67
C -3.15 0.42 -1.04
P -1.66 0.95 -1.98
C -1.88 2.83 -1.87
C -3.28 3.34 -1.52
C -1.34 3.57 -3.11
C -2.08 0.40 -3.74
C -3.02 1.28 -4.58
C -0.82 0.12 -4.55
C -1.34 2.28 1.64
C -2.46 2.80 2.29
C -2.65 4.16 2.48
C -1.71 5.05 1.98
C -0.59 4.57 1.34
C -0.37 3.20 1.19
P 1.21 2.68 0.40
C 1.30 3.96 -1.02
C 1.66 3.24 -2.32
C 2.22 5.17 -0.85
C 2.52 3.36 1.61
C 2.12 3.55 3.08
C 3.81 2.54 1.51
H -4.42 -3.46 1.05
H -3.55 -2.28 0.09
H -3.56 -2.16 1.86
H -2.41 -4.33 2.01
H -2.32 -4.14 -1.03
H -3.21 -5.31 -0.07
H -1.45 -5.37 -0.13
H 0.70 -4.81 0.87
H 1.60 -3.23 3.08
H 2.41 -4.66 2.40
H 1.31 -4.82 3.74
H -1.07 -5.47 3.27
H 0.18 -6.50 2.58
H -1.23 -6.09 1.62
H -0.72 -3.66 4.20
H -1.24 -2.46 6.26
H -1.90 -0.07 6.17
H -1.98 1.08 4.01
H -4.21 0.19 2.16
H -6.39 0.12 1.04
H -6.50 0.06 -1.44
H -4.47 0.28 -2.75
H -1.25 3.06 -1.02
H -4.03 3.04 -2.24
H -3.24 4.43 -1.52
H -3.60 3.02 -0.53
H -2.12 3.71 -3.85
H -0.51 3.05 -3.59
H -1.00 4.56 -2.82
H -2.59 -0.55 -3.56
H -2.46 1.99 -5.18
H -3.75 1.83 -3.99
H -3.57 0.64 -5.27
H -0.29 1.05 -4.76
H -1.08 -0.33 -5.51
H -0.15 -0.57 -4.04
H -3.23 2.13 2.64
H -3.53 4.52 3.00
H -1.86 6.12 2.08
H 0.14 5.28 0.97
H 0.28 4.33 -1.11
H 2.71 2.92 -2.29
H 1.54 3.91 -3.17
H 1.02 2.38 -2.46
H 3.28 4.88 -0.80
H 1.99 5.79 0.01
H 2.10 5.80 -1.73
H 2.74 4.34 1.21
H 2.05 2.62 3.63
H 1.19 4.10 3.20
H 2.91 4.14 3.55
H 3.69 1.55 1.97
H 4.61 3.05 2.05
H 4.13 2.42 0.47
*
```

Properties
HOMO, eV: -15.482
HOMO-LUMO gap, eV: 6.96



No. 3
C2H9NO2 | ωB97M-V with the def2-TZVPD basis set

ORCA input file:
```
! RIJCOSX wB97M-V def2-TZVPD def2/J DEFGRID3
* xyz 0 1
C -1.06 -0.90 -1.11
N -1.45 0.25 -0.80
C -1.83 0.38 0.65
H -0.49 -1.03 -2.03
H -0.98 -1.80 -0.50
H -1.69 -0.58 1.15
H -2.80 0.86 0.64
H -1.13 1.12 1.06
O 1.93 -1.41 0.53
H 1.84 -0.73 -0.11
H 2.79 -1.28 0.98
O 1.41 1.93 -0.42
H 2.37 1.77 -0.34
H 1.09 1.42 0.31
*
```

Properties
HOMO, eV: -9.743
HOMO-LUMO gap, eV: 10.14



No. 4
C5H8O2 | ωB97M-V with the def2-TZVPD basis set

ORCA input file:
```
! RIJCOSX wB97M-V def2-TZVPD def2/J DEFGRID3
* xyz 0 1
O -0.68 1.10 -1.82
C -0.99 1.30 -0.45
C -0.54 0.05 0.28
C 0.54 -0.83 -0.49
C 1.12 -1.23 0.89
C 0.57 0.13 1.31
O 1.09 1.09 1.82
H 0.17 1.50 -2.01
H -2.08 1.46 -0.43
H -0.51 2.20 -0.02
H -1.37 -0.59 0.63
H 0.17 -1.60 -1.16
H 1.29 -0.24 -1.04
H 2.19 -1.38 1.01
H 0.52 -2.06 1.27
*
```

Properties
HOMO, eV: -9.488
HOMO-LUMO gap, eV: 10.33



No. 5
C33H55BrN4O3PdS2Si | ωB97M-V with the def2-TZVPD basis set

ORCA input file:
```
! RIJCOSX wB97M-V def2-TZVPD def2/J DEFGRID3
* xyz -2 1
Pd -0.19 -0.37 -0.27
C 0.33 2.98 1.61
N 0.66 2.80 0.22
C 1.82 3.57 -0.15
C -0.47 3.14 -0.64
C -1.77 2.41 -0.37
C -2.91 3.23 -0.29
C -4.18 2.70 -0.10
C -4.30 1.32 -0.01
C -3.16 0.52 -0.09
C -1.85 1.00 -0.26
H 0.00 4.02 1.83
H 1.21 2.77 2.22
H -0.46 2.29 1.89
H 1.65 4.66 -0.09
H 2.12 3.33 -1.18
H 2.65 3.32 0.51
H -0.17 2.95 -1.68
H -0.65 4.23 -0.55
H -2.78 4.31 -0.36
H -5.04 3.35 -0.03
H -5.28 0.86 0.12
H -3.31 -0.55 -0.04
C 5.47 0.53 3.11
C 5.73 1.15 1.73
C 7.24 1.41 1.59
C 5.01 2.51 1.73
Si 5.07 -0.02 0.33
Br 2.84 0.22 0.39
C 5.49 -1.86 0.63
C 5.20 -2.70 -0.62
C 4.58 -2.44 1.73
C 6.96 -2.07 1.04
C 5.60 0.59 -1.43
C 5.48 2.12 -1.55
C 4.67 0.00 -2.51
C 7.05 0.20 -1.76
H 5.75 1.25 3.88
H 6.05 -0.38 3.28
H 4.41 0.29 3.24
H 7.58 2.01 2.45
H 7.48 1.98 0.69
H 7.83 0.49 1.58
H 5.41 3.12 2.56
H 3.94 2.39 1.88
H 5.16 3.07 0.81
H 4.18 -2.55 -0.98
H 5.28 -3.76 -0.38
H 5.90 -2.49 -1.44
H 3.52 -2.34 1.48
H 4.74 -1.97 2.71
H 4.78 -3.51 1.83
H 7.66 -1.66 0.30
H 7.15 -3.15 1.11
H 7.19 -1.63 2.01
H 4.48 2.47 -1.27
H 5.65 2.40 -2.60
H 6.22 2.64 -0.95
H 3.63 0.31 -2.36
H 4.69 -1.09 -2.54
H 5.00 0.36 -3.49
H 7.76 0.61 -1.03
H 7.32 0.60 -2.74
H 7.19 -0.88 -1.79
C -4.99 -2.57 -1.26
N -3.72 -3.25 -1.04
C -2.91 -3.29 -2.25
C -3.02 -2.97 0.15
S -1.41 -2.76 0.24
N -3.90 -2.89 1.27
C -3.35 -2.21 2.43
C -4.46 -4.19 1.62
H -4.83 -1.58 -1.71
H -5.51 -2.43 -0.32
H -5.61 -3.17 -1.93
H -3.54 -3.62 -3.07
H -2.08 -3.99 -2.13
H -2.48 -2.31 -2.48
H -2.88 -1.28 2.13
H -2.60 -2.82 2.95
H -4.18 -2.00 3.12
H -4.84 -4.69 0.73
H -5.29 -4.05 2.33
H -3.70 -4.84 2.09
O 1.84 -5.33 -4.40
S 2.70 -4.33 -3.81
O 4.08 -4.38 -4.27
N 2.60 -4.26 -2.22
C 1.99 -3.12 -1.79
O 1.80 -2.81 -0.62
C 1.59 -2.21 -2.93
C 0.95 -0.98 -2.87
C 0.78 -0.29 -4.07
C 1.23 -0.81 -5.29
C 1.85 -2.05 -5.34
C 2.01 -2.73 -4.15
H 0.50 -0.51 -1.94
H 0.27 0.67 -4.06
H 1.09 -0.24 -6.20
H 2.20 -2.47 -6.27
*
```

Properties
HOMO, eV: -0.171
HOMO-LUMO gap, eV: 4.20



No. 6
C5H11Br2P | ωB97M-V with the def2-TZVPD basis set

ORCA input file:
```
! RIJCOSX wB97M-V def2-TZVPD def2/J DEFGRID3
* xyz 0 1
C -2.47 -0.47 -1.52
C -1.64 -0.40 -0.25
C -0.21 0.02 -0.60
C 0.61 0.24 0.67
C 2.00 0.66 0.54
P 3.20 0.43 1.92
Br 2.34 2.05 -0.67
Br 2.62 -1.70 -0.69
H -3.47 -0.10 -1.12
H -2.69 -1.49 -1.98
H -2.11 0.22 -2.32
H -1.98 0.45 0.30
H -1.67 -1.37 0.32
H -0.35 0.84 -1.22
H 0.18 -0.76 -1.20
H 0.51 -0.56 1.44
H 0.08 1.14 1.09
H 2.49 1.50 2.73
H 2.55 -0.69 2.56
*
```

Properties
HOMO (alpha / beta), eV: -9.227 / -9.227
HOMO-LUMO gap (alpha / beta), eV: 7.49 / 7.49



No. 7
HO3PS3 | ωB97M-V with the def2-TZVPD basis set

ORCA input file:
```
! RIJCOSX wB97M-V def2-TZVPD def2/J DEFGRID3
* xyz 0 1
O 0.01 -1.19 -0.16
O -0.51 1.32 0.19
O -2.23 -0.28 -0.47
P -0.78 0.28 -0.92
S 1.52 -1.69 -0.03
S 1.94 1.40 0.03
S 2.31 -0.13 1.11
H -2.26 0.30 0.25
*
```

Properties
HOMO (alpha / beta), eV: -8.852 / -8.852
HOMO-LUMO gap (alpha / beta), eV: 5.64 / 5.64



No. 8
C23H45NO12 | ωB97M-V with the def2-TZVPD basis set

ORCA input file:
```
! RIJCOSX wB97M-V def2-TZVPD def2/J DEFGRID3
* xyz 0 1
O -7.77 -1.67 -2.32
N -7.02 -2.55 -2.17
O -5.80 -2.29 -2.85
C -4.71 -2.69 -1.99
C -4.60 -1.73 -0.83
C -4.43 -0.42 -1.04
C -4.38 0.50 0.11
O -4.55 1.70 -0.04
C -4.16 -0.06 1.46
C -4.32 -1.36 1.68
C -4.68 -2.26 0.56
O -5.02 -3.40 0.76
H -4.96 -3.68 -1.59
H -3.80 -2.69 -2.59
H -4.35 0.00 -2.04
H -3.85 0.64 2.23
H -4.17 -1.81 2.65
C 1.76 -1.64 -1.33
O 2.00 -2.82 -2.07
C 1.02 -3.83 -1.86
C 0.01 -3.87 -2.98
O -0.77 -2.68 -3.05
C -0.33 -1.78 -4.05
H 2.39 -0.85 -1.75
H 0.72 -1.33 -1.39
H 2.04 -1.78 -0.28
H 0.52 -3.68 -0.90
H 1.55 -4.79 -1.83
H -0.68 -4.70 -2.79
H 0.50 -4.06 -3.94
H -0.65 -2.12 -5.04
H 0.75 -1.65 -4.04
H -0.80 -0.81 -3.85
C 4.07 -1.64 -7.22
O 3.20 -1.37 -6.14
C 3.77 -1.61 -4.87
C 4.25 -0.33 -4.22
O 5.31 0.28 -4.93
C 4.90 1.35 -5.76
H 3.64 -1.19 -8.11
H 5.06 -1.22 -7.05
H 4.16 -2.72 -7.38
H 4.60 -2.33 -4.94
H 3.00 -2.05 -4.23
H 4.63 -0.57 -3.22
H 3.41 0.37 -4.10
H 4.70 2.24 -5.16
H 4.01 1.09 -6.34
H 5.71 1.56 -6.45
C -2.99 -0.46 6.37
O -2.49 -0.36 5.05
C -1.55 0.69 4.88
C -0.12 0.20 4.91
O 0.23 -0.33 6.17
C 0.19 -1.74 6.23
H -3.47 -1.43 6.47
H -2.19 -0.38 7.11
H -3.73 0.33 6.56
H -1.71 1.47 5.64
H -1.75 1.14 3.90
H 0.54 1.05 4.71
H 0.04 -0.54 4.12
H 1.06 -2.17 5.72
H -0.72 -2.14 5.77
H 0.22 -2.03 7.28
C 2.48 5.87 4.46
O 2.39 6.16 3.08
C 2.61 5.03 2.24
C 1.31 4.44 1.74
O 0.53 3.91 2.80
C -0.52 4.77 3.22
H 2.05 6.71 5.00
H 1.93 4.96 4.72
H 3.53 5.76 4.76
H 3.19 4.27 2.77
H 3.19 5.38 1.38
H 1.54 3.62 1.06
H 0.74 5.19 1.18
H -1.35 4.74 2.50
H -0.18 5.80 3.34
H -0.88 4.40 4.18
*
```

Properties
HOMO, eV: -9.290
HOMO-LUMO gap, eV: 7.85



No. 9
C4H9NO2 | ωB97M-V with the def2-TZVPD basis set

ORCA input file:
```
! RIJCOSX wB97M-V def2-TZVPD def2/J DEFGRID3
* xyz 0 1
C 1.23 -1.35 -1.25
C 0.06 -0.80 -0.43
O 0.12 -1.50 0.93
C 0.31 0.71 -0.24
N -0.83 1.53 0.16
C -1.44 1.39 1.34
O -1.12 0.58 2.21
H 1.33 -0.97 -2.28
H 1.16 -2.44 -1.31
H 2.17 -1.11 -0.73
H -0.89 -1.35 -0.30
H -0.37 -0.89 1.51
H 1.07 0.77 0.55
H 0.75 1.21 -1.12
H -1.26 2.14 -0.52
H -2.28 2.08 1.49
*
```

Properties
HOMO, eV: -9.340
HOMO-LUMO gap, eV: 10.01



No. 10
C9H15N2O2 | ωB97M-V with the def2-TZVPD basis set

ORCA input file:
```
! RIJCOSX wB97M-V def2-TZVPD def2/J DEFGRID3
* xyz 1 1
C -2.88 1.42 -0.88
O -1.83 1.41 0.02
C -1.37 0.14 0.49
C 0.17 0.57 0.86
N 1.24 0.23 0.28
C 1.61 -0.93 -0.43
C 3.11 -0.64 -0.75
C 3.61 0.17 0.42
C 2.40 1.11 0.59
C -2.55 -0.35 1.47
N -3.39 -1.17 0.92
C -2.75 -1.67 -0.22
O -1.49 -0.86 -0.51
H -3.07 2.49 -1.04
H -3.75 0.84 -0.67
H -2.45 1.11 -1.83
H -0.16 1.38 1.49
H 1.06 -0.94 -1.41
H 1.37 -1.85 0.10
H 3.34 -0.17 -1.76
H 3.64 -1.70 -0.83
H 3.52 -0.57 1.21
H 4.59 0.60 0.16
H 2.11 1.71 1.44
H 2.29 1.81 -0.30
H -2.77 0.08 2.51
H -2.25 -2.58 -0.10
H -3.36 -1.65 -1.21
*
```

Properties
HOMO, eV: -13.724
HOMO-LUMO gap, eV: 9.24



No. 11
C5H15NO2 | ωB97M-V with the def2-TZVPD basis set

ORCA input file:
```
! RIJCOSX wB97M-V def2-TZVPD def2/J DEFGRID3
* xyz 0 1
C -1.99 -0.70 0.76
C -0.50 -1.20 0.74
C 0.39 -0.10 0.24
C 1.39 0.52 0.88
C 1.99 1.80 0.43
N -2.27 0.00 -0.70
H -2.63 -1.55 0.99
H -1.98 -0.07 1.68
H -0.34 -1.46 1.78
H -0.38 -2.12 0.16
H 0.30 0.22 -0.80
H 1.75 0.09 1.85
H 1.74 2.59 1.16
H 3.08 1.81 0.33
H 1.57 2.11 -0.51
H -1.77 0.44 0.19
H -3.27 0.20 -0.75
H 2.64 -1.45 0.33
H 2.11 -2.83 -0.19
O 2.70 -2.10 -0.37
H -1.53 0.99 -1.97
H -1.86 1.48 -3.44
O -1.13 1.32 -2.81
*
```

Properties
HOMO, eV: -9.363
HOMO-LUMO gap, eV: 10.06



What are the energy values for these records? In order: -21530.670; -101201.459; -7803.693; -9408.197; -150288.028; -154734.701; -47951.945; -50631.601; -9877.786; -16640.951; -11009.574 eV.